{
  "formula": "C5H12N3",
  "method": "wB97M-V/def2-TZVPD",
  "total_energy_ha": -361.515770,
  "homo_lumo_gap_ev": [6.44, 4.11],
  "total_charge": 1,
  "spin_multiplicity": 3,
  "s2": 2.013,
  "e_above_lowest_kcal_mol": 37.3,
  "symbols": ["C", "C", "C", "C", "C", "N", "N", "N", "H", "H", "H", "H", "H", "H", "H", "H", "H", "H", "H", "H"],
  "positions_angstrom": [[-1.99014, -0.10450, -0.01739], [0.97835, -0.62634, 0.06250], [2.52779, -0.64695, 0.10918], [0.35499, 0.62598, 0.40130], [-3.31828, 0.58565, -0.21458], [3.10186, 0.68495, -0.20158], [-1.51540, -1.26212, -0.23943], [-0.99550, 0.76960, 0.40457], [0.33213, -1.25378, -0.61250], [0.81430, -1.13973, 0.93701], [2.87271, -1.08731, 1.15232], [2.87133, -1.41960, -0.56799], [0.87426, 1.58322, 0.43641], [-3.62549, 0.37054, -1.22410], [-3.15583, 1.56350, 0.15729], [-3.98651, -0.00140, 0.43766], [3.37999, 0.73016, -1.24331], [-2.24439, -1.99992, -0.60146], [4.05245, 0.87110, 0.31895], [-1.32863, 1.75693, 0.50513]],
  "mulliken_spin": [-0.039, 0.031, 0.054, 0.739, 0.005, 0.724, 0.192, 0.126, 0.025, 0.064, 0.004, 0.059, 0.029, 0.000, 0.006, 0.001, -0.003, 0.000, 0.002, -0.020]
}